Entry 1:
Below is a cluster of 2 separate species, CH6P2 in total in a non-equilibrium geometry, with properties calculated with wB97M-V/def2-TZVPD.

- Net charge: 0
- HOMO-LUMO gap: 7.9200 eV

Structure (XYZ):
```
9
Properties=species:S:1:pos:R:3:lowdin_charge:R:1
C 0.376 0.519 -1.233 -0.57
P -1.087 -0.526 1.249 0.33
P 0.615 0.464 0.577 0.45
H -0.314 1.179 -1.641 -0.01
H -0.079 -0.326 -1.717 0.00
H 1.357 0.503 -1.793 0.04
H -0.504 -0.840 2.454 -0.20
H -1.815 0.524 2.083 -0.11
H 1.450 -1.498 0.021 0.07
```



Entry 2:
Below is a structure of composition C30H46FeN9O2Si in a non-equilibrium geometry, with properties calculated with wB97M-V/def2-TZVPD.

- Net charge: +1
- HOMO-LUMO gap (spin up / spin down): 6.8930 / 7.0338 eV
- Multiplicity: 5

Structure (XYZ):
```
89
Properties=species:S:1:pos:R:3:mulliken_spin:R:1
Fe 0.322 0.343 0.021 3.69
C 2.422 3.456 2.487 0.01
Si 1.939 2.060 1.299 -0.03
C 2.311 2.847 -0.372 0.04
C 3.093 0.694 1.931 0.02
N 0.279 1.747 1.399 0.07
C -0.780 1.812 2.276 0.01
C -0.810 2.566 3.452 0.02
C -1.941 2.596 4.258 -0.01
C -3.073 1.877 3.917 0.02
C -3.086 1.123 2.746 -0.01
C -1.961 1.105 1.950 0.04
O -1.863 0.420 0.727 0.02
C -2.970 -0.314 0.333 -0.01
C -3.171 -1.581 0.858 0.01
C -4.265 -2.321 0.439 0.00
C -5.153 -1.794 -0.494 0.00
C -4.940 -0.523 -1.007 0.00
C -3.842 0.225 -0.592 0.00
H 3.462 3.763 2.332 0.00
H 2.326 3.160 3.535 0.00
H 1.793 4.337 2.323 0.00
H 3.270 3.369 -0.297 0.00
H 1.536 3.595 -0.552 0.00
H 2.355 2.185 -1.237 -0.01
H 4.118 1.075 1.982 0.00
H 3.097 -0.233 1.354 -0.01
H 2.796 0.460 2.958 0.00
H 0.071 3.135 3.719 0.00
H -1.938 3.191 5.162 0.00
H -3.951 1.899 4.547 0.00
H -3.971 0.566 2.470 0.00
H -2.464 -1.964 1.583 0.00
H -4.434 -3.310 0.847 0.00
H -6.013 -2.369 -0.810 0.00
H -5.633 -0.104 -1.725 0.00
H -3.661 1.221 -0.977 0.00
C -0.841 -3.076 -3.177 0.00
N -0.361 -3.565 -1.893 0.01
C -1.045 -4.804 -1.493 0.00
C -0.204 -2.595 -0.912 0.01
N -0.585 -1.381 -0.972 0.03
N 0.495 -3.070 0.197 0.00
C 0.850 -2.357 1.340 0.02
N 1.725 -3.045 2.143 0.01
N 0.412 -1.177 1.553 0.02
H -0.729 -3.874 -3.909 0.00
H -0.243 -2.225 -3.503 0.00
H -1.899 -2.784 -3.150 0.00
H -0.815 -5.584 -2.216 0.00
H -2.130 -4.659 -1.463 0.00
H -0.719 -5.134 -0.511 0.00
H -1.145 -1.183 -1.793 0.01
H 0.989 -3.933 0.042 0.00
H 1.688 -4.052 2.134 0.00
H 1.867 -2.654 3.061 0.00
H 0.682 -0.813 2.461 0.01
N -1.250 4.125 -4.740 0.00
C -0.928 3.263 -3.743 0.00
C -0.186 2.098 -3.990 0.00
C 0.084 1.245 -2.948 0.00
N -0.308 1.445 -1.683 -0.01
C -1.026 2.559 -1.453 0.03
C -1.359 3.470 -2.426 0.00
H -0.801 4.042 -5.634 0.00
H -1.643 5.021 -4.512 0.00
H 0.168 1.872 -4.988 0.00
H 0.652 0.338 -3.130 0.01
H -1.333 2.717 -0.426 0.00
H -1.946 4.343 -2.171 0.00
O 2.084 -0.495 -0.890 -0.03
C 2.828 -0.718 -1.836 0.01
C 2.993 -2.087 -2.437 0.00
C 4.473 -2.504 -2.219 0.00
C 5.152 -1.858 -0.988 0.00
C 5.777 -0.472 -1.242 0.00
C 4.745 0.649 -1.378 0.00
N 3.692 0.228 -2.328 0.00
H 2.756 -2.067 -3.505 0.00
H 2.309 -2.782 -1.956 0.00
H 5.060 -2.263 -3.108 0.00
H 4.504 -3.589 -2.117 0.00
H 5.946 -2.525 -0.653 0.00
H 4.434 -1.785 -0.162 0.00
H 6.385 -0.521 -2.152 0.00
H 6.451 -0.223 -0.420 0.00
H 5.197 1.573 -1.733 0.00
H 4.266 0.848 -0.423 0.00
H 4.106 -0.070 -3.203 0.00
```



Relative energy (zero: lowest compared OMol25 entry of this formula, charge and spin) for the records above, in order: 65.81, 7.11 kcal per mole
E_tot for the records above, in order: -724.25446, -3367.20974 hartree